Record 1
The following is a DFT calculation (ωB97M-V/def2-TZVPD) of a structure of composition C18H25BeBrMgNO14PS in a non-equilibrium geometry.

The geometry in ORCA input format:
```
! RIJCOSX wB97M-V def2-TZVPD def2/J DEFGRID3
* xyz 0 1
Br 1.796 -3.989 8.576
S 1.741 5.043 -4.042
P 1.218 4.947 -2.136
Mg 4.406 -9.151 6.007
O 2.544 4.731 -1.100
O -0.036 0.051 -6.304
O -0.212 2.002 -5.726
O 0.249 -0.570 3.347
O -6.113 0.716 -8.266
O -4.729 -0.881 -7.793
O 1.463 0.843 -4.902
O 2.304 -4.894 6.084
O 0.525 6.469 -1.720
O 3.860 7.171 -2.000
O 0.143 2.278 -2.560
O -1.303 0.350 -2.376
O 2.829 -5.094 3.887
O -1.739 2.282 -1.044
N -5.250 0.202 -7.565
C -4.028 2.292 -4.088
C -0.998 1.526 -2.045
C -5.015 2.830 -4.908
C -5.413 2.152 -6.056
C -4.816 0.932 -6.371
C -0.453 1.350 1.302
C 0.462 0.958 -5.604
C -0.295 -1.677 4.058
C 0.244 2.096 0.268
C -3.822 0.392 -5.557
C -3.428 1.078 -4.412
C 2.762 -5.495 7.300
C 3.330 -6.844 6.887
C -0.662 3.177 -0.550
C 3.865 -6.559 5.498
C 2.952 -5.460 5.025
C 0.789 -2.367 4.860
C -0.107 3.602 -2.000
Be 3.483 3.599 -3.660
H -3.349 -0.555 -5.798
H -2.656 0.665 -3.769
H -5.478 3.777 -4.651
H -1.145 0.457 1.144
H 1.354 1.941 -0.018
H -1.080 -1.302 4.719
H 0.384 -3.216 5.415
H -1.200 3.976 0.088
H 3.792 -7.437 4.852
H 1.247 -1.669 5.567
H 0.937 -0.911 2.759
H -3.724 2.821 -3.189
H -6.184 2.582 -6.687
H 2.932 5.668 -0.992
H 2.523 -7.583 6.825
H -0.341 1.730 2.382
H 4.891 -6.184 5.526
H 3.522 -4.851 7.745
H -0.749 -2.367 3.340
H 4.744 7.522 -2.043
H -1.028 3.978 -2.600
H 0.477 6.417 -0.724
H 4.083 -7.224 7.579
H 1.587 -2.724 4.204
H 1.911 -5.602 8.013
*
```

Its HOMO-LUMO gap is 0.0351 Ha. The LUMO energy is -5.384 eV. For the total energy, the calculation gives -5336.5547 Eh.

***

Record 2
The following is a DFT calculation (ωB97M-V/def2-TZVPD) of a structure of composition C18H25F6N4O2PPtS.

The geometry in ORCA input format:
```
! RIJCOSX wB97M-V def2-TZVPD def2/J DEFGRID3
* xyz 3 6
Pt 0.162 0.416 0.773
S -0.710 -1.586 -1.242
P -1.172 3.184 0.060
F -0.638 4.629 0.184
F -1.005 2.878 1.649
F -2.694 3.474 0.232
F 0.409 2.559 -0.083
F -1.589 1.441 -0.037
F -1.247 3.170 -1.515
O -1.220 -1.442 0.114
O -0.111 -2.802 -1.664
N 0.127 0.812 2.774
N 1.818 -0.321 3.858
N 0.325 -0.285 -1.262
N 2.168 0.914 -1.763
C 2.432 -0.890 5.074
C -2.073 -1.227 -2.365
C 1.479 -0.800 -3.362
C -4.195 -0.782 -4.093
C -4.139 -0.129 -2.810
C -5.305 -0.511 -4.998
C 3.105 1.266 -2.592
C 0.040 0.810 5.193
C 2.533 -0.586 2.603
C 1.314 -0.075 -2.139
C -3.160 -1.713 -4.440
C 2.481 -0.421 -4.222
C -2.114 -1.928 -3.592
C 1.703 -2.174 5.478
C 3.303 0.642 -3.862
C 0.698 0.408 3.910
C -3.091 -0.348 -1.960
C 3.367 0.622 2.174
H 3.173 -1.447 2.787
H 1.803 -0.909 1.845
H 0.652 0.651 6.072
H -3.231 -2.244 -5.382
H -1.345 -2.652 -3.828
H -0.889 0.248 5.310
H 2.212 -2.583 6.350
H 0.836 -1.637 -3.596
H -5.134 -0.847 -6.018
H 2.630 -0.942 -5.158
H -3.047 0.138 -0.998
H -6.179 -1.071 -4.606
H 0.666 -1.982 5.749
H 3.766 2.067 -2.280
H -5.623 0.534 -4.958
H 1.738 -2.916 4.682
H 2.404 -0.145 5.866
H -4.943 0.541 -2.534
H 4.020 0.939 2.987
H 3.474 -1.085 4.833
H 3.998 0.325 1.338
H -0.619 1.489 2.963
H -0.216 1.870 5.139
H 2.751 1.468 1.870
H 4.100 0.986 -4.507
*
```

The value obtained for the energy relative to the best compared isomer or geometry (same formula, charge and spin) is 0.00 kcal per mole. Its HOMO-LUMO gap (spin up / spin down) is 0.3352 / 0.2288 Ha. The LUMO energy (spin up / spin down) is -9.146 / -12.930 eV. For the total energy, the calculation gives -2527.4218 Eh.

***

Record 3
The following is a DFT calculation (ωB97M-V/def2-TZVPD) of a structure of composition C18H25IN5O2Pd.

The geometry in ORCA input format:
```
! RIJCOSX wB97M-V def2-TZVPD def2/J DEFGRID3
* xyz 3 1
I -0.152 2.727 -1.788
Pd -1.818 1.189 -0.525
O -0.266 -1.226 -1.091
O 4.204 -2.196 1.408
N -3.581 1.873 -1.532
N 1.127 -4.444 -1.471
N -0.938 1.396 1.371
N -3.071 -0.123 0.399
N 1.746 0.526 -0.411
C 3.093 4.413 0.473
C 0.565 -2.095 -1.041
C -1.158 -3.826 -1.899
C 0.224 -3.519 -1.505
C -2.164 1.295 2.232
C 1.940 4.210 -0.284
C 3.374 2.038 0.704
C 1.526 2.919 -0.534
C 3.800 3.326 0.969
C -4.707 1.433 -0.641
C 2.228 1.797 -0.068
C 2.424 -0.526 -0.140
C -4.441 0.014 -0.201
C 4.196 -2.877 0.173
C 2.784 -2.949 -0.385
C -2.871 0.006 1.885
C 1.951 -1.864 -0.483
C 2.348 -4.152 -1.000
H -0.540 2.328 1.459
H 1.391 5.060 -0.666
H -1.918 1.320 3.295
H 3.081 -4.944 -1.147
H 3.945 1.212 1.105
H -5.197 -0.371 0.484
H -0.214 0.745 1.666
H 4.404 -2.802 2.130
H -1.181 -4.760 -2.455
H -1.763 -3.964 -0.993
H -5.661 1.498 -1.164
H 4.828 -2.333 -0.535
H -3.730 1.590 -2.499
H -3.809 -0.119 2.425
H 3.399 -0.499 0.337
H -3.563 2.890 -1.545
H -4.744 2.120 0.205
H -2.222 -0.825 2.171
H 4.691 3.484 1.561
H -2.780 2.167 2.014
H 4.609 -3.883 0.254
H -4.441 -0.621 -1.089
H 3.428 5.422 0.671
H -1.596 -3.007 -2.468
H -2.781 -1.069 0.168
*
```

The value obtained for the energy relative to the best compared isomer or geometry (same formula, charge and spin) is 13.61 kcal per mole. Its HOMO-LUMO gap is 0.1884 Ha. The LUMO energy is -12.230 eV. For the total energy, the calculation gives -1549.6846 Eh.

***

Record 4
The following is a DFT calculation (ωB97M-V/def2-TZVPD) of a structure of composition C18H25IrN5OS2Si in a non-equilibrium geometry.

The geometry in ORCA input format:
```
! RIJCOSX wB97M-V def2-TZVPD def2/J DEFGRID3
* xyz -1 1
Ir -0.293 -0.478 1.289
S -1.083 -2.554 2.057
S -0.477 -0.230 3.588
Si 1.972 -0.648 1.248
O 1.164 -0.774 -5.244
N -3.065 -0.491 6.403
N -3.986 -4.032 3.967
N -0.593 -0.177 -3.134
N -0.372 -0.817 -0.754
N -0.944 1.464 0.816
C 2.564 -2.435 1.434
C -3.332 -3.098 4.136
C -1.402 3.663 0.757
C 1.550 0.177 -4.261
C -2.527 -1.943 4.345
C 2.706 -0.047 -0.404
C -0.930 -1.206 -4.122
C -2.231 1.616 0.352
C -2.543 2.959 0.305
C -3.135 0.474 -0.005
C -2.821 -1.130 5.475
C -0.460 -0.538 -1.867
C 0.915 2.931 1.619
C 0.334 0.845 -3.642
C 0.351 -1.794 -4.690
C -1.503 -1.628 3.479
C -0.450 2.714 1.068
C 2.932 0.297 2.579
H 3.656 -2.473 1.356
H -0.204 1.423 -4.396
H 2.532 0.093 3.574
H 2.270 -2.839 2.405
H 1.149 3.996 1.623
H 3.977 -0.030 2.558
H -1.288 4.731 0.866
H 2.422 0.987 -0.617
H 0.899 -2.317 -3.894
H 2.141 -3.085 0.665
H 2.172 0.913 -4.768
H 2.146 -0.311 -3.480
H 1.001 2.559 2.644
H 2.371 -0.675 -1.232
H -3.263 -0.235 0.820
H 1.671 2.417 1.023
H 3.799 -0.099 -0.363
H -2.786 -0.102 -0.864
H -4.120 0.870 -0.254
H 0.137 -2.500 -5.492
H -3.492 3.368 -0.009
H 2.913 1.374 2.428
H -1.503 -0.722 -4.915
H -1.550 -1.967 -3.651
H 0.609 1.507 -2.822
*
```

The value obtained for the energy relative to the best compared isomer or geometry (same formula, charge and spin) is 7.51 kcal per mole. Its HOMO-LUMO gap is 0.2398 Ha. The LUMO energy is 2.157 eV. For the total energy, the calculation gives -2240.2308 Eh.

***

Record 5
The following is a DFT calculation (ωB97M-V/def2-TZVPD) of an isolated molecule of C18H25N3O2.

The geometry in ORCA input format:
```
! RIJCOSX wB97M-V def2-TZVPD def2/J DEFGRID3
* xyz 0 1
O 1.568 1.967 -0.605
O -0.153 -0.293 1.378
N -0.882 1.442 0.116
N 3.613 -2.042 0.031
N -4.567 0.703 -0.164
C -2.249 1.435 0.557
C 1.192 -2.449 0.010
C 6.609 0.107 -0.156
C -5.254 1.958 0.045
C 5.926 1.320 -0.240
C 3.843 0.180 -0.134
C -4.797 -0.252 0.908
C 2.357 -1.530 0.024
C 2.438 -0.145 -0.065
C 1.403 0.856 -0.114
C -6.456 -1.174 -1.717
C -6.149 -0.964 0.802
C 4.547 1.376 -0.227
C 4.546 -1.038 -0.048
C 5.931 -1.091 -0.056
C 0.045 0.569 0.540
C -3.180 0.853 -0.533
C -6.257 -1.908 -0.397
H 4.019 2.313 -0.295
H -7.387 -0.611 -1.701
H -4.010 -1.007 0.866
H 0.596 -2.290 -0.888
H -3.135 1.497 -1.417
H -0.567 2.145 -0.541
H 6.494 2.235 -0.317
H -6.327 1.776 0.065
H -6.957 -0.232 0.759
H -2.291 0.809 1.452
H -4.974 2.455 0.986
H 7.689 0.107 -0.168
H -6.499 -1.882 -2.541
H -6.280 -1.543 1.719
H 0.551 -2.254 0.867
H 6.456 -2.033 0.014
H -2.797 -0.132 -0.815
H -4.739 0.240 1.895
H -5.354 -2.519 -0.452
H -5.039 2.629 -0.785
H -7.102 -2.583 -0.235
H -2.555 2.454 0.811
H -5.638 -0.481 -1.885
H 3.826 -3.026 0.076
H 1.524 -3.485 0.032
*
```

The value obtained for the energy relative to the best compared isomer or geometry (same formula, charge and spin) is 35.97 kcal per mole. Its HOMO-LUMO gap is 0.3070 Ha. The LUMO energy is 0.201 eV. For the total energy, the calculation gives -1015.6682 Eh.

***

Record 6
The following is a DFT calculation (ωB97M-V/def2-TZVPD) of an isolated molecule of C18H25N3O3S.

The geometry in ORCA input format:
```
! RIJCOSX wB97M-V def2-TZVPD def2/J DEFGRID3
* xyz 0 1
S 7.092 -0.539 0.350
O 2.892 -0.630 -2.072
O 3.151 1.704 2.063
O -3.370 -1.620 1.269
N -1.297 1.711 -0.492
N 4.872 0.636 1.135
N 4.755 -0.473 -0.858
C 1.454 1.119 -0.249
C 5.513 -0.106 0.202
C 0.397 -2.800 -0.700
C -3.290 0.272 -0.289
C -2.749 1.690 -0.518
C -2.515 -2.590 0.687
C -1.128 -2.692 1.342
C 3.541 1.058 1.104
C -2.997 -0.272 1.117
C -0.594 1.231 -1.566
C -0.610 2.070 0.636
C 2.790 0.688 -0.078
C -1.283 1.072 -2.885
C 3.415 -0.152 -1.076
C 0.721 1.801 0.757
C -1.318 2.795 1.738
C 0.003 -2.024 0.551
C 0.732 0.941 -1.458
H -0.557 0.750 -3.626
H -3.097 2.057 -1.485
H -0.451 -2.929 -1.369
H -3.067 -3.522 0.827
H -1.195 -2.249 2.338
H 1.249 0.546 -2.316
H -1.706 2.021 -3.213
H -2.068 2.175 2.225
H -0.589 3.090 2.488
H 0.877 -1.938 1.200
H -2.847 -0.409 -1.016
H 5.190 -1.056 -1.564
H 5.402 0.917 1.953
H -2.413 -2.419 -0.392
H -0.283 -1.012 0.262
H -3.601 0.267 1.855
H -3.138 2.355 0.251
H -2.082 0.335 -2.857
H 1.235 2.093 1.656
H -0.878 -3.746 1.473
H -1.937 -0.137 1.364
H 0.771 -3.786 -0.434
H -1.800 3.697 1.361
H -4.369 0.274 -0.449
H 1.177 -2.268 -1.240
*
```

The value obtained for the energy relative to the best compared isomer or geometry (same formula, charge and spin) is 34.48 kcal per mole. Its HOMO-LUMO gap is 0.2806 Ha. The LUMO energy is -0.358 eV. For the total energy, the calculation gives -1489.1299 Eh.

***

Record 7
The following is a DFT calculation (ωB97M-V/def2-TZVPD) of an isolated molecule of C18H25N3O4S in a non-equilibrium geometry.

The geometry in ORCA input format:
```
! RIJCOSX wB97M-V def2-TZVPD def2/J DEFGRID3
* xyz 0 1
S -1.475 -2.786 -0.688
O 5.467 2.351 -0.244
O 6.042 -2.191 0.587
O -1.863 -0.382 2.006
O 0.992 -1.768 -0.379
N -3.271 -0.006 0.274
N 0.699 0.350 -0.857
N -0.485 -0.263 -0.978
C 3.790 -1.436 0.053
C -2.463 -2.292 0.779
C 4.848 1.147 -0.166
C -5.483 -0.423 -0.726
C -3.523 0.297 -2.164
C 1.571 -0.552 -0.504
C 2.981 -0.351 -0.272
C -2.503 -0.786 1.050
C 4.690 3.485 -0.557
C -0.295 -1.508 -0.681
C -4.070 1.572 1.994
C 5.580 -3.515 0.723
C -3.409 1.414 0.624
C -3.966 -0.474 -0.919
C -2.072 2.148 0.565
C 5.665 0.066 0.156
C 3.491 0.939 -0.384
C 5.148 -1.221 0.268
H 3.348 -2.415 0.129
H -4.242 2.626 2.195
H -5.772 -0.978 0.164
H -4.073 1.847 -0.127
H -3.900 1.316 -2.170
H -3.426 1.169 2.769
H -3.898 -0.209 -3.050
H -5.974 -0.870 -1.586
H 6.458 -4.106 0.981
H -1.421 1.806 1.363
H -2.239 3.216 0.678
H 3.913 3.657 0.192
H 6.716 0.228 0.324
H -5.837 0.600 -0.624
H 5.385 4.323 -0.558
H -1.578 1.962 -0.384
H 2.809 1.733 -0.636
H -3.451 -2.727 0.638
H -2.437 0.321 -2.205
H -3.683 -1.513 -1.084
H 5.155 -3.890 -0.213
H 4.838 -3.602 1.522
H 4.229 3.394 -1.545
H -1.984 -2.752 1.646
H -5.024 1.050 2.022
*
```

The value obtained for the energy relative to the best compared isomer or geometry (same formula, charge and spin) is 67.12 kcal per mole. Its HOMO-LUMO gap is 0.3245 Ha. The LUMO energy is 0.258 eV. For the total energy, the calculation gives -1564.2890 Eh.

***

Record 8
The following is a DFT calculation (ωB97M-V/def2-TZVPD) of an isolated molecule of C18H25N3O6S in a non-equilibrium geometry.

The geometry in ORCA input format:
```
! RIJCOSX wB97M-V def2-TZVPD def2/J DEFGRID3
* xyz 0 1
S 4.226 -1.009 -1.365
O -0.934 2.641 -0.925
O -1.347 -3.632 1.499
O 4.456 1.321 0.433
O 2.774 -0.917 -3.256
O 4.576 -0.007 2.243
O 0.625 -0.821 -3.414
N -2.134 -1.677 0.667
N 1.647 -1.040 -2.791
N -2.997 0.798 -0.257
C -1.378 2.487 0.401
C -4.345 0.247 -0.148
C 1.327 -2.271 1.171
C -1.101 1.440 -1.640
C -3.537 -1.907 0.918
C 2.713 -1.489 -0.648
C 0.173 -2.166 0.389
C 4.746 0.191 1.068
C 3.801 2.349 1.178
C -2.845 2.058 0.455
C -1.170 -2.576 0.925
C 5.314 -0.827 0.107
C 1.553 -1.442 -1.441
C -2.559 0.977 -1.635
C -4.359 -1.284 -0.209
C 0.299 -1.765 -0.925
C 2.565 -1.930 0.673
C 2.291 2.158 1.144
H -0.764 1.732 0.917
H 1.237 -2.631 2.184
H -5.003 0.653 -0.932
H -0.762 1.628 -2.659
H 3.421 -2.020 1.318
H -3.469 2.851 0.010
H 1.810 2.965 1.688
H -5.394 -1.617 -0.127
H -3.831 -1.470 1.880
H -3.179 1.728 -2.154
H 4.090 3.284 0.694
H -1.942 -0.753 0.289
H -3.140 1.919 1.497
H 1.932 2.165 0.117
H 4.168 2.329 2.209
H 6.243 -0.451 -0.318
H -3.691 -2.988 0.973
H -4.753 0.552 0.818
H -2.639 0.031 -2.171
H -0.550 -1.730 -1.591
H 5.497 -1.780 0.601
H -0.472 0.658 -1.188
H 2.026 1.211 1.610
H -1.244 3.456 0.886
H -3.970 -1.629 -1.168
*
```

The value obtained for the energy relative to the best compared isomer or geometry (same formula, charge and spin) is 92.94 kcal per mole. Its HOMO-LUMO gap is 0.2940 Ha. The LUMO energy is -0.743 eV. For the total energy, the calculation gives -1714.7227 Eh.